Record 1
ORCA calculation (wB97M-V/def2-TZVPD) on 4 unconnected molecules or ions with the total composition C16H44N4O4 at a distorted geometry.

Summary:
structure (SMILES): COC[C@H](C)N.COC[C@H](C)N.COC[C@H](C)N.COC[C@H](C)N
HOMO: -9.21 eV
maximum force: 0.078 Eh/bohr
HOMO-LUMO gap: 9.75 eV
total charge: 0
total energy: -1155.79602 hartree

Last column: natural (NBO) charge in e.
Geometry (Å):
C -20.607 -3.530 4.045  -0.630
C -21.951 -2.851 4.029  -0.093
C -22.782 -3.360 5.180  -0.060
O -23.296 -4.684 5.027  -0.557
C -24.086 -5.077 3.919  -0.248
N -21.598 -1.440 4.175  -0.812
H -20.701 -4.613 4.112  0.210
H -20.134 -3.319 5.005  0.193
H -19.897 -3.346 3.239  0.207
H -22.391 -3.064 3.054  0.192
H -23.615 -2.661 5.122  0.178
H -22.193 -3.425 6.096  0.194
H -24.124 -6.157 3.783  0.192
H -23.720 -4.657 2.982  0.166
H -25.089 -4.756 4.200  0.174
H -20.784 -1.342 3.586  0.350
H -21.194 -1.271 5.085  0.345
C -26.372 -4.785 9.423  -0.632
C -25.246 -4.593 10.518  -0.041
C -25.365 -3.188 11.314  -0.062
O -25.153 -2.253 10.346  -0.543
C -24.981 -0.958 10.770  -0.249
N -25.222 -5.579 11.527  -0.823
H -27.395 -4.668 9.782  0.206
H -26.409 -5.826 9.103  0.216
H -26.140 -4.305 8.472  0.219
H -24.318 -4.616 9.947  0.182
H -24.631 -3.038 12.106  0.156
H -26.364 -3.065 11.733  0.158
H -25.232 -0.110 10.133  0.193
H -23.946 -0.715 11.012  0.159
H -25.543 -0.783 11.688  0.160
H -25.499 -5.237 12.436  0.348
H -24.219 -5.639 11.631  0.353
C -19.585 -6.905 10.512  -0.633
C -19.027 -7.961 9.560  -0.050
C -18.974 -7.432 8.049  -0.079
O -18.612 -8.583 7.316  -0.534
C -18.659 -8.262 5.948  -0.254
N -17.652 -8.313 9.950  -0.833
H -19.400 -7.260 11.526  0.212
H -20.567 -6.453 10.374  0.215
H -18.998 -5.996 10.387  0.207
H -19.627 -8.869 9.622  0.170
H -18.369 -6.527 7.986  0.176
H -19.998 -7.091 7.893  0.166
H -19.588 -7.794 5.621  0.164
H -18.675 -9.205 5.402  0.194
H -17.913 -7.519 5.666  0.170
H -17.721 -8.918 10.756  0.344
H -17.321 -8.937 9.228  0.363
C -15.059 1.174 2.168  -0.620
C -14.650 2.440 1.535  -0.081
C -13.310 2.939 2.067  -0.060
O -12.955 4.145 1.419  -0.562
C -11.898 4.955 1.968  -0.249
N -14.759 2.253 0.134  -0.823
H -14.886 1.188 3.244  0.209
H -14.340 0.367 2.031  0.202
H -15.994 0.694 1.879  0.232
H -15.329 3.248 1.810  0.190
H -12.441 2.283 2.016  0.162
H -13.518 3.158 3.115  0.158
H -11.977 5.108 3.045  0.168
H -11.812 5.960 1.556  0.196
H -10.911 4.532 1.783  0.166
H -14.482 3.104 -0.335  0.363
H -14.142 1.562 -0.269  0.350

Record 2
ORCA calculation (wB97M-V/def2-TZVPD) on a molecular structure, C25H40AsNPPbS4Sb.

Summary:
HOMO: -1.41 eV
maximum force: 0.014 Eh/bohr
HOMO-LUMO gap: 5.65 eV
total charge: -2
total energy: -5634.49730 hartree

Last column: Löwdin charge in e.
Geometry (Å):
Pb -1.200 0.982 -0.918  0.493
C -1.747 -2.546 -1.807  -0.153
C -0.786 -2.198 -2.949  -0.532
C -0.149 -3.483 -3.478  -0.125
P 0.341 -0.866 -2.291  0.981
C 1.316 -0.129 -3.694  -0.526
C 1.966 -1.043 -4.729  -0.117
C 2.366 0.785 -3.055  -0.141
C 1.504 -1.696 -1.168  -0.290
C 2.392 -2.692 -1.569  -0.085
C 3.263 -3.315 -0.687  -0.315
C 4.190 -4.425 -1.121  -0.085
C 3.243 -2.890 0.646  -0.077
C 2.394 -1.902 1.084  -0.033
C 1.477 -1.259 0.198  -0.333
N 0.655 -0.274 0.561  -0.101
C 0.512 0.146 1.874  -0.284
C 0.935 1.433 2.259  -0.226
C 1.656 2.326 1.285  -0.053
C 0.699 1.873 3.558  -0.042
C 0.066 1.080 4.503  -0.299
C -0.157 1.568 5.913  -0.075
C -0.373 -0.180 4.107  -0.038
C -0.180 -0.647 2.817  -0.224
C -0.727 -1.982 2.394  -0.043
H -2.411 -3.364 -2.102  0.074
H -2.368 -1.688 -1.544  0.007
H -1.184 -2.861 -0.923  0.067
H -1.349 -1.700 -3.745  0.097
H 0.333 -4.030 -2.666  0.067
H 0.590 -3.295 -4.256  0.045
H -0.929 -4.123 -3.901  0.072
H 0.575 0.499 -4.205  0.069
H 2.708 -1.705 -4.277  0.060
H 2.481 -0.419 -5.465  0.073
H 1.227 -1.638 -5.264  0.058
H 3.075 0.205 -2.457  0.071
H 1.891 1.529 -2.416  0.004
H 2.914 1.320 -3.834  0.077
H 2.408 -2.995 -2.609  0.082
H 4.099 -4.613 -2.192  0.063
H 3.958 -5.355 -0.593  0.064
H 5.235 -4.179 -0.906  0.064
H 3.933 -3.352 1.349  0.101
H 2.423 -1.572 2.116  0.103
H 1.647 1.888 0.289  0.047
H 2.697 2.472 1.586  0.077
H 1.175 3.306 1.234  0.065
H 1.031 2.870 3.838  0.113
H 0.376 2.504 6.084  0.065
H 0.196 0.832 6.640  0.066
H -1.219 1.742 6.105  0.069
H -0.902 -0.806 4.822  0.110
H -1.527 -2.304 3.064  0.070
H 0.055 -2.747 2.393  0.074
H -1.116 -1.919 1.377  0.066
S -1.539 2.433 -5.546  -0.251
As -2.203 2.732 -3.569  -0.582
S -3.074 0.830 -2.777  -0.177
S -0.419 3.066 -2.222  -0.148
S -3.563 4.322 -3.356  -0.225
C -2.705 4.291 3.395  -0.366
Sb -2.360 3.349 1.446  1.202
C -3.403 1.538 2.031  -0.354
C -4.136 4.202 0.561  -0.351
H -3.757 4.247 3.679  -0.013
H -2.384 5.334 3.369  -0.021
H -2.108 3.762 4.142  -0.031
H -4.024 1.722 2.910  -0.007
H -2.684 0.751 2.257  -0.031
H -4.027 1.218 1.196  -0.003
H -5.006 3.942 1.167  -0.006
H -4.247 3.812 -0.452  -0.047
H -4.038 5.285 0.489  -0.007

Record 3
ORCA calculation (wB97M-V/def2-TZVPD) on a molecular structure, C27H24N3O2RuSe2 at a distorted geometry.

Summary:
HOMO (alpha / beta): -7.36 / -7.97 eV
maximum force: 0.036 Eh/bohr
spin multiplicity: 2
HOMO-LUMO gap (alpha / beta): 6.78 / 6.49 eV
total charge: 0
total energy: -6255.73781 hartree

Last column: natural (NBO) charge in e.
Geometry (Å):
Ru 0.502 0.544 0.149  0.638
Se 1.031 1.516 2.306  0.291
Se 0.766 -1.267 3.228  0.060
C -0.889 -1.209 2.318  0.023
C -1.967 -1.930 2.842  -0.204
C -3.175 -1.946 2.183  -0.162
C -3.301 -1.227 1.001  -0.263
C -2.205 -0.536 0.540  0.058
N -1.023 -0.517 1.172  -0.440
C 2.784 0.914 1.875  0.059
C 3.999 1.240 2.451  -0.265
C 5.143 0.705 1.885  -0.140
C 5.037 -0.096 0.758  -0.264
C 3.781 -0.353 0.237  0.078
N 2.675 0.114 0.806  -0.449
H -1.829 -2.464 3.772  0.230
H -4.008 -2.508 2.584  0.226
H -4.224 -1.204 0.440  0.229
H -2.241 0.017 -0.390  0.226
H 4.038 1.896 3.309  0.235
H 6.114 0.923 2.309  0.224
H 5.914 -0.513 0.284  0.228
H 3.663 -0.950 -0.658  0.207
C 0.833 -1.343 -0.848  -0.469
C 0.330 -2.619 -0.282  -0.031
C -0.915 -3.132 -0.656  -0.166
C -1.395 -4.314 -0.130  -0.169
C -0.622 -5.028 0.785  -0.199
C 0.640 -4.558 1.140  -0.161
C 1.104 -3.370 0.606  -0.195
C -1.129 -6.244 1.358  0.285
N -1.534 -7.214 1.824  -0.320
H 0.431 -1.195 -1.846  0.231
H 1.914 -1.384 -0.916  0.189
H -1.510 -2.590 -1.382  0.210
H -2.366 -4.694 -0.421  0.224
H 1.246 -5.121 1.837  0.227
H 2.078 -2.999 0.897  0.222
C 1.281 2.014 -3.598  -0.714
C 0.925 1.447 -2.257  0.788
O -0.160 0.835 -2.070  -0.654
O 1.736 1.576 -1.293  -0.656
H 0.441 1.930 -4.282  0.232
H 2.134 1.465 -3.999  0.237
H 1.581 3.055 -3.490  0.238
C -0.827 2.276 0.052  -0.556
C -1.603 2.814 1.206  -0.070
C -1.093 3.854 1.991  -0.213
C -1.810 4.380 3.055  -0.209
C -3.065 3.879 3.368  -0.223
C -3.602 2.866 2.587  -0.226
C -2.884 2.351 1.518  -0.161
H -0.115 3.026 -0.300  0.215
H -1.495 2.035 -0.772  0.229
H -0.120 4.265 1.749  0.213
H -1.387 5.189 3.638  0.211
H -3.624 4.284 4.202  0.212
H -4.591 2.482 2.800  0.209
H -3.344 1.591 0.900  0.193

Record 4
ORCA calculation (wB97M-V/def2-TZVPD) on a molecular structure, C30H43N5O5PS2TeW at a distorted geometry.

Summary:
HOMO (alpha / beta): -9.64 / -10.06 eV
maximum force: 0.042 Eh/bohr
spin multiplicity: 3
HOMO-LUMO gap (alpha / beta): 7.04 / 7.03 eV
total charge: +1
total energy: -3291.81385 hartree

Last column: Löwdin spin population.
Geometry (Å):
W -0.125 -0.505 -0.183  1.664
O 2.163 2.652 0.801  0.007
C 1.069 2.292 0.434  0.009
O 0.930 1.186 -0.310  0.033
C -0.155 3.099 0.674  0.008
C 0.043 4.373 1.226  0.000
C -0.988 5.281 1.326  0.008
C -2.252 4.921 0.861  -0.001
C -2.473 3.657 0.351  0.006
C -1.438 2.712 0.266  0.003
S -1.947 1.131 -0.315  0.037
H 1.045 4.625 1.555  0.000
H -0.814 6.268 1.739  0.000
H -3.072 5.629 0.907  0.000
H -3.466 3.363 0.022  0.000
N 2.362 -0.005 1.977  0.009
C 1.127 0.018 2.595  0.015
C 1.123 0.263 3.974  -0.001
C -0.053 0.227 4.665  0.013
C -1.231 -0.040 3.972  0.002
C -1.156 -0.229 2.624  0.021
N 0.001 -0.188 1.926  0.022
C 2.850 -0.519 0.791  0.004
C 4.234 -0.454 0.601  0.000
C 4.788 -1.057 -0.494  0.004
C 3.959 -1.730 -1.387  0.001
C 2.613 -1.711 -1.152  0.009
N 2.053 -1.088 -0.100  0.011
H 3.068 0.463 2.513  0.000
H 2.063 0.452 4.477  0.000
H -0.061 0.382 5.739  0.001
H -2.190 -0.091 4.472  0.000
H -2.035 -0.397 2.030  0.004
H 4.845 0.065 1.330  0.000
H 5.861 -1.025 -0.651  0.000
H 4.353 -2.250 -2.250  0.000
H 1.924 -2.190 -1.824  0.002
C -0.711 -5.608 -2.337  0.001
C -1.527 -4.564 -3.066  0.000
O -1.544 -3.250 -2.434  0.002
P -1.999 -2.920 -0.967  0.006
O -2.304 -1.447 -0.814  0.006
Te -0.212 -3.208 0.585  0.022
O -3.248 -3.865 -0.806  0.000
C -4.379 -3.526 0.068  0.000
C -4.030 -3.632 1.536  0.001
H -0.698 -6.523 -2.934  0.000
H -1.141 -5.846 -1.363  0.000
H 0.316 -5.275 -2.190  0.001
H -2.558 -4.889 -3.185  0.000
H -1.111 -4.370 -4.049  0.000
H -5.151 -4.238 -0.201  0.000
H -4.720 -2.526 -0.185  0.000
H -3.638 -4.623 1.776  0.000
H -4.935 -3.462 2.125  0.000
H -3.288 -2.884 1.822  0.001
C 1.039 5.032 -1.542  0.000
C 2.213 5.079 -2.519  0.000
C 2.712 3.690 -2.917  0.000
C 1.687 2.890 -3.728  0.000
N 0.952 1.944 -2.856  0.001
C -0.026 1.114 -3.217  0.010
S -0.041 -0.560 -2.696  0.050
N -0.993 1.468 -4.044  0.002
C -1.484 2.820 -4.375  0.000
C -2.821 3.114 -3.697  0.001
C -4.033 2.347 -4.254  0.000
C -4.166 0.874 -3.841  0.001
H 0.733 6.037 -1.241  0.000
H 1.321 4.484 -0.636  0.000
H 0.161 4.530 -1.971  0.000
H 3.039 5.630 -2.063  0.000
H 1.932 5.626 -3.425  0.000
H 2.983 3.130 -2.011  0.000
H 3.621 3.786 -3.512  0.000
H 2.182 2.314 -4.512  0.000
H 1.007 3.576 -4.218  0.000
H 1.508 1.557 -2.116  0.000
H -1.637 0.721 -4.238  0.001
H -1.594 2.898 -5.458  0.000
H -0.754 3.550 -4.057  0.000
H -3.005 4.184 -3.830  0.000
H -2.713 2.932 -2.622  0.001
H -4.029 2.424 -5.347  0.000
H -4.926 2.876 -3.916  0.000
H -3.563 0.195 -4.455  0.000
H -5.200 0.540 -3.958  0.000
H -3.882 0.722 -2.799  0.001

Record 5
ORCA calculation (wB97M-V/def2-TZVPD) on C3H5N3 in the gas phase at a distorted geometry.

Summary:
structure (SMILES): Cc1c[nH]nn1
HOMO: -9.70 eV
maximum force: 0.024 Eh/bohr
HOMO-LUMO gap: 10.66 eV
total charge: 0
total energy: -281.53927 hartree

Last column: natural (NBO) charge in e.
Geometry (Å):
C -1.669 -0.329 0.021  -0.639
C -0.190 -0.177 -0.071  0.068
N 0.608 -1.297 -0.132  -0.230
N 1.832 -0.944 -0.167  -0.042
N 1.894 0.410 -0.164  -0.382
C 0.620 0.920 -0.071  -0.101
H -2.128 0.539 0.502  0.219
H -2.115 -0.469 -0.970  0.227
H -1.890 -1.221 0.617  0.236
H 2.646 0.592 0.491  0.415
H 0.393 1.977 -0.055  0.228